Below is a structure of composition C20H31Cl2ErN4O3 in a non-equilibrium geometry, with properties calculated with ωB97M-V/def2-TZVPD.

```
61
C20H31Cl2ErN4O3, DFT ωB97M-V/def2-TZVPD
O -0.081 0.909 -1.446
C -0.413 1.400 -2.584
C 0.546 2.224 -3.364
C 1.331 3.233 -2.767
H 1.241 3.421 -1.687
C 2.176 4.029 -3.544
H 2.710 4.891 -3.121
C 2.398 3.686 -4.886
H 3.160 4.199 -5.457
C 1.643 2.680 -5.487
H 1.768 2.449 -6.540
C 0.782 1.914 -4.725
H 0.275 1.047 -5.145
H -1.088 0.735 -3.523
C -2.752 2.521 -2.946
C -2.080 1.177 -2.787
H -3.861 2.389 -2.973
H -2.460 3.009 -3.884
H -2.544 3.257 -2.119
C -2.609 0.011 -2.321
C -3.666 -0.249 -1.296
H -2.272 -0.988 -2.803
H -4.726 -0.068 -1.574
H -3.459 0.308 -0.368
H -3.574 -1.291 -0.944
Er 0.491 -0.038 0.464
Cl -0.054 2.422 1.165
Cl 0.435 -1.930 -1.412
C -2.075 0.365 2.490
O -1.251 -0.429 1.910
N -2.516 0.225 3.742
C -2.252 -0.980 4.539
C -3.373 1.207 4.433
H -2.447 1.251 1.930
H -1.538 -1.578 3.972
H -3.194 -1.545 4.693
H -1.812 -0.672 5.505
H -3.430 2.125 3.836
H -2.935 1.448 5.418
H -4.392 0.811 4.601
H 0.242 -5.621 2.029
H 2.259 -6.030 0.361
C 0.046 -4.722 1.433
C 1.956 -5.077 -0.107
N 1.300 -4.217 0.880
H -0.410 -3.935 2.036
C 1.649 -2.943 1.039
O 0.942 -2.090 1.646
H 2.844 -4.555 -0.492
H 2.596 -2.637 0.546
H -0.623 -5.006 0.610
H 1.270 -5.270 -0.948
N 2.756 -0.245 2.879
C 4.030 -0.160 3.293
C 4.729 0.552 2.321
C 3.758 0.897 1.353
N 2.561 0.296 1.627
H 1.966 -0.619 3.424
H 4.362 -0.566 4.238
H 5.770 0.809 2.326
H 3.894 1.561 0.513
```

- Charge: 0
- Total energy: -3160.79004 Ha
- HOMO level (alpha / beta): -5.623 / -4.327 eV
- ΔE to the lowest compared entry with this formula, charge and spin: 5.421 eV
- LUMO (alpha / beta): 0.240 / 0.142 eV
- HOMO-LUMO gap (alpha / beta): 5.86 / 4.47 eV
- 2S+1: 4
- ⟨S²⟩: 3.85

***

Below is a structure of composition C20H32AlBr3F4I2NaO10S2 in a non-equilibrium geometry, with properties calculated with ωB97M-V/def2-TZVPD.

```
75
C20H32AlBr3F4I2NaO10S2, DFT ωB97M-V/def2-TZVPD
C 3.956 -1.482 1.563
C 3.364 -0.298 1.371
C 1.882 -0.282 1.158
C 1.370 0.051 -0.278
C 0.295 1.163 -0.236
I -1.701 0.794 -0.844
C 0.506 2.421 0.163
C -0.540 3.510 0.153
I 2.358 3.113 0.883
O 2.368 0.630 -1.173
S 3.293 -0.494 -1.858
O 3.276 -0.379 -3.270
O 4.600 -0.494 -1.286
O 2.480 -1.711 -1.263
C 1.065 -1.276 -1.044
C 0.490 -2.464 -0.284
C -0.614 -2.210 0.750
C -1.991 -2.681 0.293
C -3.037 -2.531 1.401
O -4.233 -1.926 0.890
C 0.486 -1.160 -2.471
O 0.956 -2.258 -3.207
C 0.523 -2.200 -4.560
C -0.978 -2.369 -4.715
O -1.572 -1.075 -4.706
C -2.963 -1.110 -4.945
C -3.777 -1.782 -3.833
H 4.959 -1.733 1.235
H 3.307 -2.249 2.016
H 3.956 0.606 1.391
H 1.502 -1.234 1.520
H 1.460 0.487 1.810
H -1.347 3.259 0.838
H -0.096 4.467 0.412
H -0.919 3.629 -0.862
H 1.337 -2.898 0.250
H 0.171 -3.237 -0.981
H -0.379 -2.851 1.602
H -0.618 -1.179 1.117
H -1.877 -3.748 0.082
H -2.293 -2.226 -0.649
H -2.689 -1.908 2.210
H -3.328 -3.521 1.745
H -4.680 -2.587 0.353
H -0.597 -1.269 -2.380
H 0.661 -0.194 -2.954
H 0.883 -1.273 -5.014
H 1.014 -3.033 -5.062
H -1.323 -2.893 -3.813
H -1.259 -2.941 -5.603
H -3.200 -1.554 -5.919
H -3.283 -0.069 -5.012
H -4.769 -1.341 -3.782
H -3.277 -1.662 -2.869
H -3.865 -2.851 -4.028
Br 3.566 8.168 -0.917
C 5.170 7.089 -0.823
C 5.002 6.123 0.301
Br 5.292 6.865 1.980
H 6.025 7.746 -0.701
H 5.243 6.570 -1.777
H 5.950 5.175 0.194
H 4.039 5.607 0.345
Na -1.937 -1.269 3.459
C -5.553 1.276 6.496
F -6.129 1.930 7.501
F -6.507 0.661 5.792
F -4.962 2.176 5.694
S -4.324 0.066 7.124
O -5.087 -0.834 7.952
O -3.359 0.868 7.842
O -3.794 -0.543 5.916
F 6.706 4.475 0.366
Al 3.841 -3.748 3.381
Br -0.601 -3.850 3.818
```

- Charge: +1
- Total energy: -11451.05308 Ha
- HOMO level: -10.053 eV
- LUMO: -8.965 eV
- HOMO-LUMO gap: 1.09 eV

***

Below is a cluster of 9 separate species, C20H32BO40S8 in total in a non-equilibrium geometry, with properties calculated with ωB97M-V/def2-TZVPD.

```
101
C20H32BO40S8, DFT ωB97M-V/def2-TZVPD
O 2.380 0.913 -2.889
C 1.551 0.400 -2.121
O 1.035 0.937 -1.030
B 0.323 -0.104 -0.320
O 0.171 -1.177 -1.277
C 1.014 -1.086 -2.211
O 1.171 -1.850 -3.167
O -1.000 0.343 0.170
C -0.963 0.449 1.475
O -1.821 0.940 2.213
C 0.315 -0.362 1.919
O 1.020 -0.635 0.843
O 0.738 -0.486 3.057
C -2.456 2.589 -1.781
C -1.333 3.481 -2.342
O -0.779 4.176 -1.194
S -1.831 4.405 -0.002
O -2.712 5.511 -0.366
O -1.162 4.410 1.357
O -2.558 2.951 -0.408
H -2.247 1.525 -1.894
H -3.442 2.808 -2.192
H -1.571 4.230 -3.097
H -0.387 3.038 -2.656
C 5.081 1.984 -1.981
C 6.399 1.746 -1.272
O 7.329 2.030 -2.312
S 6.882 3.257 -3.256
O 6.891 2.958 -4.739
O 7.452 4.541 -2.748
O 5.326 3.191 -2.730
H 4.108 2.172 -1.526
H 4.867 1.252 -2.759
H 6.467 0.716 -0.920
H 6.667 2.343 -0.400
C 2.464 4.233 -3.505
C 3.257 3.957 -4.851
O 3.824 5.209 -5.154
S 2.917 6.410 -4.551
O 2.206 7.044 -5.658
O 3.523 7.246 -3.586
O 1.899 5.464 -3.689
H 3.143 4.258 -2.652
H 1.809 3.384 -3.314
H 2.625 3.737 -5.712
H 3.872 3.070 -4.692
C -3.760 -0.378 4.501
C -4.727 -0.137 3.319
O -5.473 -1.352 3.126
S -5.194 -2.575 4.286
O -5.193 -3.745 3.511
O -6.177 -2.382 5.363
O -3.616 -1.816 4.571
H -4.251 0.157 5.314
H -2.820 0.171 4.443
H -4.054 0.235 2.547
H -5.457 0.666 3.413
C -3.378 -1.944 0.448
C -2.213 -2.621 -0.318
O -2.716 -3.805 -0.830
S -4.291 -4.124 -0.281
O -4.211 -5.006 0.866
O -5.135 -4.570 -1.351
O -4.560 -2.600 0.069
H -3.484 -0.859 0.462
H -3.222 -2.279 1.473
H -1.414 -2.972 0.334
H -1.848 -1.907 -1.057
C 1.323 -3.886 2.492
C 1.577 -5.248 3.265
O 0.664 -6.205 2.760
S -0.568 -5.532 1.894
O -1.549 -5.005 2.861
O -1.055 -6.392 0.866
O 0.487 -4.355 1.402
H 2.254 -3.460 2.118
H 0.841 -3.132 3.113
H 1.240 -5.090 4.289
H 2.656 -5.401 3.302
C -1.095 2.997 4.642
C -2.165 3.782 5.350
O -1.630 5.086 5.521
S -0.053 5.135 5.708
O 0.397 5.072 7.080
O 0.618 6.086 4.795
O 0.118 3.594 5.028
H -1.054 3.212 3.574
H -1.185 1.914 4.733
H -2.238 3.379 6.360
H -3.157 3.711 4.904
C 0.683 -5.114 -2.713
C 1.314 -6.452 -3.169
O 1.298 -6.392 -4.545
S -0.159 -5.810 -5.042
O -1.224 -6.742 -4.725
O -0.109 -5.245 -6.400
O 0.014 -4.689 -3.885
H 1.539 -4.466 -2.522
H 0.099 -5.246 -1.802
H 0.608 -7.242 -2.914
H 2.245 -6.634 -2.633
```

- Charge: -1
- Total energy: -7001.19370 Ha
- HOMO level: -8.916 eV
- ΔE to the lowest compared entry with this formula, charge and spin: 7.024 eV
- LUMO: 1.450 eV
- HOMO-LUMO gap: 10.37 eV

***

Below is a cluster of 4 separate species, C20H32Br2ClN2O4P in total in a non-equilibrium geometry, with properties calculated with ωB97M-V/def2-TZVPD.

```
62
C20H32Br2ClN2O4P, DFT ωB97M-V/def2-TZVPD
C 6.527 0.223 0.311
C 5.053 0.347 0.524
Br 4.539 0.107 2.333
C 4.146 0.599 -0.409
Br 4.657 0.915 -2.201
C 2.699 0.613 -0.113
C 1.978 1.825 -0.151
N 0.708 1.942 0.119
C 0.116 0.757 0.443
C -1.258 0.754 0.785
C -1.937 -0.394 1.101
C -1.230 -1.624 1.088
P -2.109 -3.184 1.493
O -2.320 -3.793 -0.013
Cl -0.669 -4.457 2.279
C 0.111 -1.650 0.782
C 0.803 -0.461 0.451
N 2.129 -0.529 0.158
H 6.898 -0.566 0.954
H 6.733 -0.012 -0.723
H 6.997 1.154 0.617
H 2.516 2.723 -0.418
H -1.776 1.700 0.801
H -2.984 -0.393 1.359
H -1.636 -3.437 -0.595
H 0.678 -2.568 0.788
C -0.715 2.876 -3.260
C -1.689 3.959 -2.831
C -0.989 5.298 -2.652
O -2.330 3.576 -1.614
H 0.050 2.742 -2.490
H -1.229 1.921 -3.378
H -0.222 3.124 -4.201
H -2.481 4.059 -3.574
H -0.223 5.225 -1.876
H -1.701 6.062 -2.338
H -0.514 5.624 -3.578
H -1.640 3.481 -0.946
C 5.026 -3.279 -1.524
C 4.642 -4.074 -0.283
C 3.651 -5.180 -0.616
O 4.097 -3.203 0.702
H 4.145 -2.797 -1.955
H 5.735 -2.490 -1.267
H 5.477 -3.919 -2.284
H 5.538 -4.510 0.162
H 2.729 -4.754 -1.023
H 3.385 -5.736 0.282
H 4.062 -5.876 -1.349
H 3.305 -2.790 0.335
C -6.880 0.721 3.764
C -6.066 0.844 2.485
C -6.874 1.497 1.375
O -5.608 -0.444 2.069
H -7.760 0.094 3.596
H -6.289 0.250 4.550
H -7.214 1.697 4.117
H -5.168 1.434 2.679
H -7.754 0.893 1.138
H -6.279 1.578 0.465
H -7.208 2.495 1.661
H -6.383 -0.988 1.893
```

- Structure (SMILES): C/C(Br)=C(\Br)c1cnc2ccc(P(O)Cl)cc2n1.CC(C)O.CC(C)O.CC(C)O
- Charge: 0
- Total energy: -7141.36804 Ha
- HOMO level: -9.250 eV
- LUMO: -0.854 eV
- HOMO-LUMO gap: 8.40 eV

***

Below is a structure of composition C20H32BrCaCl3F10ILiNO13PS2 in a non-equilibrium geometry, with properties calculated with ωB97M-V/def2-TZVPD.

```
86
C20H32BrCaCl3F10ILiNO13PS2, DFT ωB97M-V/def2-TZVPD
C 2.084 0.497 3.400
N 0.630 0.488 3.395
C 0.064 0.726 2.059
C -1.229 -0.061 1.746
C -2.237 0.392 2.847
C -2.664 1.860 2.705
C -1.952 2.859 3.635
O -1.472 2.283 4.844
O -1.757 0.253 0.496
P -2.388 -1.031 -0.420
C -4.071 -1.028 0.480
C -4.318 -2.147 1.499
C -4.476 -3.543 0.946
O -3.980 -4.491 1.495
O -5.269 -3.755 -0.221
O -3.108 -2.137 -1.496
C -2.435 -3.033 -2.333
C -1.695 -4.231 -1.709
C -1.013 -4.937 -2.914
O -2.588 -5.175 -1.140
S -0.495 -0.680 -1.704
O 0.311 -1.875 -1.932
O 0.384 0.295 -1.067
C -0.923 0.246 -3.281
F -1.908 -0.324 -3.986
F -1.423 1.439 -2.860
C 0.302 0.524 -4.221
F 0.063 -0.201 -5.359
F 1.459 0.044 -3.770
C 0.464 2.006 -4.680
F -0.647 2.473 -5.258
F 1.390 1.982 -5.658
C 0.972 3.024 -3.606
F 1.663 2.482 -2.618
F 1.803 3.893 -4.233
F 0.000 3.768 -3.089
O -1.625 -2.183 0.576
C -0.986 -1.615 1.666
I 1.014 -2.439 1.629
H 2.429 0.754 4.410
H 2.457 -0.521 3.215
H 2.511 1.253 2.739
H 0.244 -0.341 3.820
H 0.849 0.471 1.335
H -0.119 1.796 1.898
H -1.879 0.154 3.852
H -3.164 -0.185 2.774
H -2.555 2.220 1.678
H -3.736 1.944 2.913
H -2.641 3.690 3.844
H -1.116 3.320 3.091
H -0.613 2.675 4.995
H -2.967 0.008 -1.226
H -4.832 -1.130 -0.299
H -4.215 -0.034 0.908
H -5.300 -1.916 1.983
H -3.616 -2.214 2.327
H -6.189 -3.509 0.001
H -3.202 -3.530 -2.951
H -1.749 -2.643 -3.093
H -0.871 -3.936 -1.057
H -0.395 -4.259 -3.502
H -1.787 -5.404 -3.537
H -0.392 -5.742 -2.507
H -2.466 -6.035 -1.541
H -1.388 -1.995 2.614
Ca -7.070 -3.950 1.288
Br -1.638 0.271 -7.204
C 6.725 1.257 3.159
C 6.820 0.171 4.206
O 6.399 0.815 5.430
S 5.296 1.904 5.105
O 4.022 1.360 5.332
O 5.711 3.163 5.682
O 5.538 2.001 3.519
H 7.582 1.932 3.209
H 6.635 0.862 2.151
H 7.828 -0.220 4.307
H 6.130 -0.648 4.001
C 4.333 4.966 -6.117
Cl 4.218 3.785 -7.414
Cl 5.849 4.775 -5.225
Cl 4.190 6.611 -6.748
H 3.515 4.796 -5.431
Li 5.899 4.566 4.208
F 0.776 0.045 -8.005
```

- Charge: 0
- Total energy: -8887.47506 Ha
- HOMO level: -4.780 eV
- LUMO: -3.526 eV
- HOMO-LUMO gap: 1.25 eV

***

Below is a structure of composition C20H32Cl22O3 in a non-equilibrium geometry, with properties calculated with ωB97M-V/def2-TZVPD.

```
77
C20H32Cl22O3, DFT ωB97M-V/def2-TZVPD
C 0.549 2.411 -2.944
C 0.897 1.496 -1.595
C -0.086 1.653 -0.264
C 0.267 0.752 1.060
C 1.577 -0.240 0.980
C 1.917 -1.095 2.377
O 2.318 -0.040 3.367
C 3.489 0.711 2.856
O 4.706 0.134 2.993
O 3.456 2.051 2.247
C 2.558 -0.414 -0.335
C 2.202 0.478 -1.665
H 1.415 2.168 -3.725
H 0.499 3.552 -2.680
H -0.481 2.050 -3.382
H -1.004 2.380 -0.193
H -0.364 0.785 2.064
H 2.753 -1.896 2.201
H 0.957 -1.643 2.773
H 3.750 1.892 1.286
H 3.456 -1.166 -0.253
H 2.908 0.393 -2.600
C -1.075 -1.948 -2.285
Cl -0.516 -2.989 -0.971
Cl -0.250 -0.385 -2.254
H -0.870 -2.439 -3.240
H -2.150 -1.785 -2.178
C 3.028 -4.335 4.178
Cl 2.468 -4.262 2.503
Cl 3.989 -5.791 4.464
H 3.643 -3.456 4.386
H 2.161 -4.345 4.843
C -1.556 -3.398 4.228
Cl -1.127 -3.409 2.513
Cl -0.158 -3.790 5.236
H -1.921 -2.404 4.497
H -2.340 -4.139 4.403
C -3.551 2.747 -4.156
Cl -2.992 1.706 -2.841
Cl -2.727 4.310 -4.125
H -3.346 2.255 -5.111
H -4.627 2.909 -4.049
C -0.106 0.072 5.643
Cl -1.295 -0.718 6.686
Cl -0.825 1.435 4.777
H 0.720 0.437 6.259
H 0.268 -0.654 4.917
C -5.774 6.481 -5.213
Cl -4.284 6.746 -6.126
Cl -6.024 4.761 -4.889
H -5.709 7.016 -4.262
H -6.619 6.860 -5.792
C -9.310 7.824 -4.820
Cl -7.938 8.557 -5.661
Cl -9.732 6.262 -5.533
H -9.045 7.675 -3.770
H -10.170 8.493 -4.893
C 4.703 -3.343 7.542
Cl 3.514 -4.132 8.584
Cl 3.984 -1.980 6.675
H 5.529 -2.977 8.157
H 5.077 -4.069 6.815
C -7.218 3.358 -8.780
Cl -6.659 2.317 -7.465
Cl -6.393 4.921 -8.748
H -7.013 2.867 -9.734
H -8.293 3.521 -8.672
C 6.617 -8.790 4.466
Cl 6.575 -8.360 6.180
Cl 8.256 -8.657 3.817
H 6.271 -9.820 4.349
H 5.959 -8.115 3.914
C 6.364 -1.933 -1.819
Cl 5.175 -2.723 -0.776
Cl 5.645 -0.570 -2.685
H 7.190 -1.568 -1.204
H 6.738 -2.659 -2.545
```

- Charge: 0
- Total energy: -11130.75329 Ha
- HOMO level: -7.860 eV
- LUMO: -0.021 eV
- HOMO-LUMO gap: 7.84 eV